1.
{"formula": "CH2O10V3", "method": "ωB97M-V/def2-TZVPD", "species": ["O", "V", "O", "O", "V", "O", "O", "V", "O", "C", "O", "O", "O", "O", "H", "H"], "xyz": [[-2.014, -2.354, 1.267], [-1.493, -1.473, 0.066], [-2.545, -1.634, -1.131], [2.225, 2.288, 3.025], [1.185, 1.241, 2.441], [0.777, 0.351, 3.697], [-0.110, 3.501, -1.866], [0.309, 1.990, -2.141], [-0.212, 1.598, -3.565], [0.091, 0.620, 0.107], [-0.464, 0.314, -1.020], [-0.240, -0.001, 1.181], [0.941, 1.588, 0.153], [0.258, -2.624, -0.453], [1.050, -2.100, -0.620], [0.244, -3.305, -1.140]], "largest_force_ev_per_a": 3.3, "charge": 1, "total_energy_ev": -98600.08438, "molar_mass_da": 326.8}

***

2.
{"formula": "CH2O2S", "method": "ωB97M-V/def2-TZVPD", "species": ["C", "H", "H", "O", "O", "S"], "xyz": [[0.478, -0.362, -0.078], [-1.426, 0.407, -0.500], [-0.483, 0.860, 1.266], [-0.766, -0.376, -0.599], [0.581, 0.770, 0.558], [1.616, -1.299, -0.648]], "largest_force_ev_per_a": 6.7, "total_energy_ev": -15997.15205, "de_lowest_kcal_mol": 64.2, "molar_mass_da": 78.1}

***

3.
{"formula": "CH2O2S", "method": "ωB97M-V/def2-TZVPD", "species": ["C", "O", "O", "S", "H", "H"], "xyz": [[-0.249, 0.270, -0.045], [-2.542, -1.356, 0.030], [-2.796, -0.046, -0.055], [-1.669, 1.089, 0.027], [0.666, 0.675, 0.152], [-0.269, -0.881, 0.073]], "largest_force_ev_per_a": 4.0, "total_energy_ev": -15993.41049, "de_lowest_kcal_mol": 150.5, "molar_mass_da": 78.1}

***

4.
{"formula": "CH2O2S", "method": "ωB97M-V/def2-TZVPD", "species": ["C", "O", "O", "S", "H", "H"], "xyz": [[1.441, -0.469, 0.472], [1.999, 0.143, -0.349], [-1.813, 1.081, -0.365], [-1.595, -0.362, 0.340], [1.794, -1.343, 1.188], [-1.826, 0.950, -1.286]], "largest_force_ev_per_a": 2.0, "total_energy_ev": -15995.78284, "de_lowest_kcal_mol": 95.8, "molar_mass_da": 78.1}

***

5.
{"formula": "CH2O2S3", "method": "ωB97M-V/def2-TZVPD", "species": ["C", "O", "O", "S", "S", "S", "H", "H"], "xyz": [[0.207, 0.748, 1.749], [-1.212, -0.517, -1.539], [0.834, -1.785, -2.159], [-0.371, -0.760, 1.732], [0.363, 1.728, 0.335], [-0.637, -1.684, -2.222], [0.420, 1.382, 2.671], [0.396, 0.887, -0.568]], "largest_force_ev_per_a": 4.4, "total_energy_ev": -37668.49669, "de_lowest_kcal_mol": 16.4, "molar_mass_da": 142.2}

***

6.
{"formula": "CH2O3", "method": "ωB97M-V/def2-TZVPD", "species": ["O", "C", "O", "O", "H", "H"], "xyz": [[-1.834, -0.939, -0.151], [-0.648, -0.466, -0.384], [-0.104, 0.356, 0.525], [1.225, 0.823, 0.170], [-0.156, -0.722, -1.255], [1.516, 0.948, 1.095]], "largest_force_ev_per_a": 7.8, "smiles": "O=COO", "total_energy_ev": -7208.38734, "de_lowest_kcal_mol": 95.9, "molar_mass_da": 62.0}

***

7.
{"formula": "CH2O3", "method": "ωB97M-V/def2-TZVPD", "species": ["C", "O", "O", "O", "H", "H"], "xyz": [[-0.799, -0.244, 0.369], [-1.401, 0.273, 1.192], [0.153, -0.693, -1.746], [-0.625, -0.778, -0.681], [1.335, 0.543, 0.045], [1.337, 0.900, 0.820]], "largest_force_ev_per_a": 3.6, "total_energy_ev": -7204.94345, "de_lowest_kcal_mol": 175.3, "molar_mass_da": 62.0}

***

8.
{"formula": "CH2O3", "method": "ωB97M-V/def2-TZVPD", "species": ["O", "C", "O", "O", "H", "H"], "xyz": [[-0.155, 1.294, -0.009], [-0.023, 0.108, 0.042], [-1.022, -0.701, -0.020], [1.144, -0.503, 0.007], [-1.882, -0.227, 0.050], [1.938, 0.029, -0.069]], "largest_force_ev_per_a": 3.2, "smiles": "O=C(O)O", "total_energy_ev": -7212.29945, "de_lowest_kcal_mol": 5.7, "molar_mass_da": 62.0}

***

9.
{"formula": "CH2O3P2", "method": "ωB97M-V/def2-TZVPD", "species": ["C", "O", "O", "O", "P", "P", "H", "H"], "xyz": [[-2.527, -6.528, -4.808], [-5.790, -7.077, -7.818], [-4.962, -6.931, -5.396], [-4.181, -8.914, -6.989], [-3.932, -6.791, -4.022], [-4.696, -7.500, -6.913], [-1.456, -6.413, -4.200], [1.933, 11.007, -1.468]], "largest_force_ev_per_a": 4.1, "charge": -2, "total_energy_ev": -25786.57275, "de_lowest_kcal_mol": 77.2, "molar_mass_da": 124.0}

***

10.
{"formula": "CH2O3S", "method": "ωB97M-V/def2-TZVPD", "species": ["C", "O", "O", "O", "S", "H", "H"], "xyz": [[0.217, -0.385, -0.302], [3.616, -0.561, 0.749], [1.166, -1.116, -0.509], [2.183, 1.172, 0.111], [2.969, 0.082, -0.388], [0.206, 0.722, -0.514], [-0.761, -0.579, 0.060]], "largest_force_ev_per_a": 3.1, "total_energy_ev": -18045.12751, "de_lowest_kcal_mol": 16.7, "molar_mass_da": 94.1}

***

11.
{"formula": "CH2O3S2", "method": "ωB97M-V/def2-TZVPD", "species": ["C", "O", "O", "O", "S", "S", "H", "H"], "xyz": [[0.343, 0.801, -0.133], [-0.887, 0.774, -0.126], [-0.923, -1.591, 0.804], [-1.402, -1.310, -1.668], [1.334, 1.459, 1.236], [-1.812, -1.227, -0.268], [0.941, 0.288, -0.987], [2.405, 0.806, 1.141]], "largest_force_ev_per_a": 3.8, "total_energy_ev": -28880.76005, "de_lowest_kcal_mol": 15.8, "molar_mass_da": 126.2}

***

12.
{"formula": "CH2O3V", "method": "ωB97M-V/def2-TZVPD", "species": ["H", "O", "C", "O", "O", "V", "H"], "xyz": [[-1.153, -0.122, 1.645], [0.570, -1.045, -0.618], [0.063, -0.240, 0.273], [-0.471, -0.792, 1.320], [-0.343, 0.877, -0.072], [-0.075, 2.032, -1.576], [1.408, -0.711, -0.972]], "largest_force_ev_per_a": 3.6, "s_squared": 6.002, "charge": 1, "spin_multiplicity": 5, "total_energy_ev": -32890.16187, "molar_mass_da": 113.0}